[1]
DFT (wB97M-V/def2-TZVPD) results for a molecular structure, C37H31N3O2PdS at a distorted geometry.

Structure (ORCA input):
```
! wB97M-V def2-TZVPD RIJCOSX def2/J DEFGRID3
* xyz 2 5
Pd -0.73503 0.13785 0.47268
O -0.62936 -1.74122 -1.27027
C -0.44931 -2.90024 -0.40809
C 0.97582 -2.99025 0.10552
C 1.63133 -1.86489 0.92329
C 2.87324 -2.21683 1.48337
C 3.63716 -1.29973 2.13112
C 3.08059 -0.03389 2.32259
C 1.82420 0.25125 1.78567
C 1.19628 1.61177 2.08946
C 0.78276 2.46172 0.87879
O 0.29734 1.71414 -0.17923
C -0.25568 3.57338 1.30643
C -0.61312 4.53926 0.34157
C -1.58051 5.50335 0.62146
C -2.21809 5.52564 1.84594
C -1.87203 4.58367 2.81826
C -0.93217 3.59048 2.51561
C 2.01675 3.22280 0.37461
C 2.45050 4.41168 0.98567
C 3.54161 5.04823 0.48945
C 4.21427 4.56231 -0.65424
C 3.81206 3.37987 -1.24154
C 2.72252 2.68103 -0.71179
N 1.10466 -0.65070 1.11653
C -0.70330 -4.22430 -1.19429
C -0.29921 -5.43607 -0.65277
C -0.33226 -6.63122 -1.34945
C -0.84919 -6.66047 -2.62111
C -1.30120 -5.49265 -3.24988
C -1.22002 -4.29246 -2.51180
C -1.43224 -2.62472 0.74292
C -1.40345 -3.40044 1.91219
C -2.09057 -3.02507 3.06464
C -2.73826 -1.82975 3.10980
C -2.73983 -0.99558 1.99667
C -2.17851 -1.38989 0.74366
H 1.62171 -3.26702 -0.76398
H 1.06126 -3.87546 0.79198
H 3.23246 -3.24335 1.31192
H 4.67132 -1.46220 2.37193
H 3.64517 0.73313 2.83797
H 1.90681 2.16679 2.71134
H 0.34135 1.36044 2.73364
H -0.04795 4.58534 -0.59337
H -1.81604 6.27638 -0.11304
H -2.93681 6.26618 2.12703
H -2.23211 4.63582 3.84345
H -0.64696 2.90111 3.34407
H 1.92970 4.88421 1.84364
H 3.84884 5.98904 0.97352
H 4.95266 5.17805 -1.14817
H 4.34816 3.01523 -2.10742
H 2.37711 1.78023 -1.18633
H 0.01635 -5.54276 0.39623
H 0.03166 -7.52762 -0.86314
H -0.89649 -7.64577 -3.09845
H -1.53931 -5.50924 -4.29101
H -1.51376 -3.33633 -2.98347
H -0.90929 -4.37317 1.91959
H -1.93999 -3.62807 3.95986
H -3.22236 -1.46589 3.98119
H -3.06633 0.05168 2.06408
H -2.72241 -1.02516 -0.13016
S 0.46508 -1.36432 -2.54765
C -0.81643 -0.40240 -3.29658
N -1.01937 0.85473 -2.80157
C -2.07687 1.56934 -3.29235
C -2.91273 1.03429 -4.23365
C -2.57904 -0.26157 -4.70982
N -1.60962 -0.98202 -4.17661
H -0.41762 1.15604 -1.97879
H -2.26543 2.55120 -2.89091
H -3.73857 1.61477 -4.65365
H -3.11190 -0.78975 -5.48479
*
```

Calculated values
LUMO energy (alpha / beta) ... -0.236 / -0.341 hartree
E_HOMO (alpha / beta) ... -12.949 / -13.199 eV
<S²> ... 6.02
DFT total energy ... -61731.3727 eV

Mulliken population analysis, charges in e, atoms 1 to 6: Pd 0.14; O 0.30; C 2.47; C -1.23; C 0.23; C -1.17

=====

[2]
DFT (wB97M-V/def2-TZVPD) results for a molecular structure, C37H32AsIrN5O2 at a distorted geometry.

Structure (ORCA input):
```
! wB97M-V def2-TZVPD RIJCOSX def2/J DEFGRID3
* xyz 1 1
Ir -0.27164 -0.45224 -0.06476
C -0.30802 -4.74539 3.39755
C 0.74912 -3.87942 3.64304
C 0.70692 -2.57040 3.18355
C -0.40390 -2.11853 2.47420
C -1.46399 -2.98935 2.22676
C -1.41370 -4.29837 2.68556
N -0.45561 -0.81394 1.92261
C -0.25561 0.29899 2.66387
C -0.05016 0.37209 4.05899
C 0.05048 1.59903 4.66190
C -0.06773 2.80878 3.94168
C -0.31267 2.76986 2.60021
C -0.39745 1.51848 1.96033
N -0.65290 1.40393 0.61272
N -1.38292 2.31086 0.10147
C -1.03375 2.81170 -1.16710
C -1.95377 3.66283 -1.77462
C -1.53961 4.38079 -2.88001
C -0.22480 4.25357 -3.30611
C 0.59799 3.35383 -2.64754
N 0.20134 2.60694 -1.62028
H -0.27331 -5.76309 3.76217
H 1.62035 -4.22478 4.18415
H 1.54949 -1.90755 3.34279
H -2.33693 -2.61728 1.70143
H -2.24069 -4.96861 2.49051
H 0.01193 -0.53180 4.64613
H 0.21781 1.64055 5.73072
H 0.02936 3.75584 4.45257
H -0.41631 3.67026 2.01115
H -2.93956 3.77240 -1.34433
H -2.22266 5.05350 -3.38137
H 0.15595 4.83231 -4.13591
H 1.62786 3.22002 -2.96143
N 0.29933 -2.49376 -0.37457
C 1.73648 -2.64849 -0.04024
C 2.37494 -1.33969 0.40706
O 3.50648 -1.30121 0.80527
O 1.63484 -0.24222 0.30023
H -0.28195 -3.07403 0.22748
H 0.10991 -2.80043 -1.32404
H 2.29187 -2.98369 -0.91536
H 1.87742 -3.36934 0.76055
C -2.47642 2.08456 -6.00942
C -3.25268 1.39258 -5.09129
C -2.65153 0.71401 -4.04104
C -1.26692 0.72565 -3.90717
C -0.49210 1.43569 -4.81741
C -1.09707 2.11092 -5.86676
As -0.38536 -0.36172 -2.55124
C -1.51573 -1.95233 -2.68425
C -1.26042 -3.09070 -3.44079
C -2.14675 -4.16278 -3.40971
C -3.28844 -4.10760 -2.62512
C -3.54139 -2.98375 -1.84860
C -2.65576 -1.91769 -1.87647
C 1.27950 -0.76274 -3.42941
C 1.32800 -1.29279 -4.71973
C 2.54867 -1.44862 -5.35454
C 3.72136 -1.05722 -4.71711
C 3.67426 -0.50464 -3.44734
C 2.45262 -0.34970 -2.80224
H -2.94554 2.59631 -6.83931
H -4.32906 1.36539 -5.19806
H -3.27314 0.16928 -3.34316
H 0.58605 1.44757 -4.72614
H -0.48621 2.65272 -6.57737
H -0.36795 -3.16126 -4.04806
H -1.93995 -5.04386 -4.00298
H -3.98084 -4.93860 -2.61532
H -4.42452 -2.94028 -1.22449
H -2.86417 -1.03841 -1.26589
H 0.41678 -1.55551 -5.24236
H 2.58490 -1.85873 -6.35511
H 4.67173 -1.17162 -5.22178
H 4.58374 -0.18255 -2.95766
H 2.41154 0.10237 -1.81938
*
```

Calculated values
LUMO energy (alpha / beta) ... -0.156 / -0.156 hartree
E_HOMO (alpha / beta) ... -10.108 / -10.108 eV
DFT total energy ... -114105.1195 eV

Mulliken population analysis, charges in e, atoms 1 to 6: Ir 2.79; C -0.60; C -0.98; C 0.10; C -0.75; C 0.01

=====

[3]
DFT (wB97M-V/def2-TZVPD) results for a molecular structure, C37H32BF4NO2P2Pt at a distorted geometry.

Structure (ORCA input):
```
! wB97M-V def2-TZVPD RIJCOSX def2/J DEFGRID3
* xyz 0 1
Pt -0.08218 -0.25978 -0.92443
C -0.85556 1.74650 2.27679
C 0.65391 1.81212 2.03856
P 1.14240 1.44028 0.29315
C 2.94304 1.42261 0.28938
C 3.57578 1.75274 -0.91141
C 4.93961 1.59758 -1.04063
C 5.69218 1.11200 0.01840
C 5.06936 0.77994 1.20972
C 3.70139 0.91802 1.34769
C 0.73408 2.95815 -0.61038
C -0.10431 2.88797 -1.71731
C -0.39571 4.03348 -2.43611
C 0.15928 5.24639 -2.06060
C 1.01029 5.31486 -0.96883
C 1.30030 4.17580 -0.24201
C -1.46924 0.34343 2.17151
P -2.03554 -0.04259 0.43289
C -3.38297 1.19487 0.40259
C -4.40128 1.08631 1.34914
C -5.38402 2.05178 1.42959
C -5.36423 3.13854 0.56866
C -4.36778 3.23952 -0.38576
C -3.38238 2.26941 -0.47585
C -2.92064 -1.61295 0.54001
C -4.22237 -1.75797 0.06835
C -4.78972 -3.01626 0.00697
C -4.06115 -4.13135 0.38314
C -2.74767 -3.99476 0.80107
C -2.17641 -2.74133 0.87776
H -1.36270 2.41731 1.57552
H -1.04554 2.13107 3.28342
H 1.16202 1.10212 2.69430
H 1.01112 2.81549 2.28483
H 2.99160 2.11074 -1.74686
H 5.41731 1.83239 -1.97747
H 6.75584 0.96958 -0.09131
H 5.64881 0.38839 2.03278
H 3.23272 0.62378 2.27760
H -0.48813 1.92256 -2.04390
H -1.03676 3.97830 -3.30264
H -0.05689 6.13565 -2.63311
H 1.46082 6.25872 -0.69924
H 1.98956 4.21954 0.59105
H -2.35394 0.29023 2.81101
H -0.75931 -0.40894 2.51674
H -4.43604 0.23098 2.01049
H -6.16772 1.96050 2.16667
H -6.12964 3.89676 0.64329
H -4.35852 4.08015 -1.06266
H -2.61689 2.34531 -1.23410
H -4.77985 -0.89384 -0.26468
H -5.79410 -3.13195 -0.37105
H -4.50560 -5.11238 0.31062
H -2.15419 -4.86560 1.03618
H -1.13399 -2.63779 1.15175
O 2.61224 -0.73693 -4.08315
C 1.95408 -0.71859 -3.06105
O 1.13006 0.17871 -2.72659
C 2.19922 -1.80599 -2.00463
C 2.87815 -2.99091 -2.33118
C 3.15075 -3.88670 -1.33599
C 2.79733 -3.57253 -0.00485
C 3.12976 -4.38303 1.09856
C 2.80321 -3.99869 2.37026
C 2.07840 -2.81809 2.59464
C 1.72373 -2.02144 1.54250
C 2.08844 -2.36495 0.22861
N 1.80084 -1.53111 -0.78917
H 3.13314 -3.14339 -3.36791
H 3.64615 -4.82683 -1.53805
H 3.66668 -5.30109 0.90811
H 3.09852 -4.59813 3.21819
H 1.80423 -2.55157 3.60613
H 1.16792 -1.10462 1.67651
F -2.38163 -3.44727 -2.39003
B -1.23942 -2.72356 -2.57699
F -1.53852 -1.33299 -2.66092
F -0.53430 -3.13803 -3.65818
F -0.43745 -2.80667 -1.40609
*
```

Calculated values
LUMO energy ... -0.038 hartree
E_HOMO ... -8.005 eV
DFT total energy ... -77852.2650 eV

Mulliken population analysis, charges in e, atoms 1 to 6: Pt 2.93; C -0.91; C -0.85; P -0.05; C 0.63; C -0.82